1.
# C5H13NSi

An isolated molecule of C5H13NSi (ωB97M-V/def2-TZVPD, the OMol25 dataset).

Element x y z (Å)
C -1.169 0.236 0.948
C -0.501 -0.115 2.201
C 0.832 -2.276 -0.138
C 1.405 1.530 -0.402
C -1.246 1.093 -1.957
N 0.303 -1.212 -0.872
Si -0.110 0.394 -0.616
H -2.182 -0.129 0.859
H 0.452 0.391 2.307
H -1.132 0.087 3.065
H -0.296 -1.199 2.215
H 1.875 -2.135 0.164
H 0.258 -2.462 0.786
H 0.750 -3.185 -0.741
H 2.056 1.163 0.387
H 1.983 1.523 -1.325
H 1.154 2.563 -0.183
H -0.801 0.994 -2.940
H -2.204 0.588 -1.974
H -1.428 2.150 -1.784

Results
Gap between HOMO and LUMO (spin up / spin down) (eV): 9.0 / 7.4
Energy above the lowest of the compared OMol25 structures with the same formula, charge and spin (kcal/mol): 65.1


2.
# C2H2FKMgO

C2H2FKMgO as an isolated structure (ωB97M-V/def2-TZVPD, the OMol25 dataset).

Element x y z (Å)
C -0.415 -1.264 0.195
F -1.521 -0.957 -0.530
H 0.047 -2.153 -0.261
C 1.082 0.824 0.635
O 0.630 0.303 -0.424
Mg 0.021 -0.352 2.172
K -1.582 1.900 -2.251
H 1.739 1.699 0.464

Results
Gap between HOMO and LUMO (eV): 8.6
Charge: +2
Energy above the lowest of the compared OMol25 structures with the same formula, charge and spin (kcal/mol): 25.6


3.
# C6H16

A 2-piece molecular cluster, C6H16 overall (ωB97M-V/def2-TZVPD, the OMol25 dataset).

Element x y z (Å)
C -0.542 1.797 2.243
C -0.083 0.716 1.252
C 0.507 1.274 -0.061
C 0.804 -0.356 1.818
H 0.251 2.215 2.918
H -1.074 1.216 3.021
H -1.204 2.463 1.820
H -1.047 0.235 0.966
H -0.285 1.300 -0.867
H 0.894 2.256 0.095
H 1.289 0.735 -0.406
H 0.222 -1.068 2.359
H 1.370 -0.839 1.183
H 1.557 0.098 2.549
C -0.109 -1.293 -2.994
C -0.576 -1.785 -1.654
H 0.514 -0.327 -3.029
H 0.586 -1.935 -3.505
H -1.049 -0.898 -3.544
H -0.209 -2.846 -1.562
H -0.129 -1.179 -0.792
H -1.688 -1.779 -1.811

Results
Gap between HOMO and LUMO (eV): 11.9
Structure (SMILES): CC(C)C.CC
Energy above the lowest of the compared OMol25 structures with the same formula, charge and spin (kcal/mol): 41.1


4.
# C29H34BrCrN2P2

C29H34BrCrN2P2 as an isolated structure (ωB97M-V/def2-TZVPD, the OMol25 dataset).

Element x y z (Å)
Cr 0.398 -0.010 -0.012
N 0.997 1.785 -0.987
C 0.122 2.864 -0.400
C -1.268 2.829 -1.009
C -2.081 1.601 -0.652
N -1.397 0.348 -1.112
H 1.976 1.998 -0.805
H 0.899 1.820 -1.999
H 0.593 3.829 -0.575
H 0.081 2.723 0.685
H -1.184 2.929 -2.099
H -1.812 3.712 -0.674
H -3.075 1.659 -1.090
H -2.202 1.518 0.427
H -1.287 0.380 -2.124
H -2.000 -0.451 -0.928
C 2.493 -2.148 -1.323
C 3.429 -1.732 -0.173
P 2.751 -0.284 0.749
C 2.973 -0.566 2.505
C 2.087 0.001 3.419
C 2.280 -0.186 4.781
C 3.354 -0.944 5.229
C 4.244 -1.507 4.322
C 4.059 -1.316 2.961
C 3.826 1.113 0.313
C 4.222 1.300 -1.017
C 5.033 2.371 -1.361
C 5.450 3.265 -0.379
C 5.063 3.083 0.940
C 4.253 2.008 1.291
P 0.824 -2.294 -0.589
C -0.363 -2.739 -1.853
C -0.305 -2.075 -3.084
C -1.233 -2.358 -4.074
C -2.231 -3.297 -3.832
C -2.298 -3.950 -2.608
C -1.366 -3.674 -1.614
C 1.018 -3.645 0.583
C 1.082 -3.488 1.964
C 1.370 -4.585 2.768
C 1.590 -5.830 2.201
C 1.535 -5.990 0.820
C 1.258 -4.902 0.010
H 2.784 -3.102 -1.763
H 2.486 -1.403 -2.122
H 4.422 -1.478 -0.537
H 3.527 -2.550 0.539
H 1.235 0.578 3.084
H 1.589 0.252 5.490
H 3.501 -1.096 6.292
H 5.085 -2.089 4.674
H 4.770 -1.747 2.266
H 3.922 0.598 -1.791
H 5.349 2.505 -2.388
H 6.090 4.097 -0.642
H 5.399 3.771 1.705
H 3.968 1.865 2.326
H 0.485 -1.358 -3.290
H -1.175 -1.860 -5.034
H -2.954 -3.525 -4.605
H -3.075 -4.679 -2.426
H -1.427 -4.181 -0.659
H 0.908 -2.528 2.424
H 1.413 -4.460 3.843
H 1.805 -6.683 2.833
H 1.705 -6.962 0.375
H 1.214 -5.041 -1.065
Br -1.043 -0.810 1.707

Results
<S²>: 3.916
Gap between HOMO and LUMO (spin up / spin down) (eV): 7.3 / 8.4
Charge: +2
Multiplicity: 4


5.
# C34H55Si

A 2-piece molecular cluster, C34H55Si overall (ωB97M-V/def2-TZVPD, the OMol25 dataset).

Element x y z (Å)
C -4.318 4.594 -2.403
C -2.891 4.705 -2.951
Si -2.213 3.134 -3.729
C -3.473 2.471 -4.962
C -3.806 3.447 -6.095
C -0.613 3.486 -4.648
C -0.130 4.938 -4.612
C -2.047 1.837 -2.329
C -0.704 1.199 -2.126
C -0.329 0.117 -3.106
C 0.168 1.577 -1.154
C 1.600 1.185 -1.292
C -0.210 2.577 -0.102
H -4.665 5.583 -2.081
H -5.032 4.223 -3.149
H -4.366 3.933 -1.529
H -2.830 5.519 -3.692
H -2.196 4.978 -2.139
H -3.068 1.530 -5.370
H -4.382 2.204 -4.398
H -4.547 2.990 -6.764
H -4.237 4.387 -5.722
H -2.922 3.688 -6.700
H 0.153 2.819 -4.224
H -0.760 3.157 -5.690
H 0.753 5.039 -5.256
H -0.890 5.642 -4.976
H 0.161 5.235 -3.596
H -2.442 2.317 -1.426
H -2.765 1.076 -2.671
H -1.207 -0.194 -3.685
H 0.449 0.425 -3.826
H 0.043 -0.784 -2.590
H 2.183 1.563 -0.453
H 1.726 0.095 -1.332
H 2.060 1.578 -2.217
H 0.556 2.634 0.681
H -0.342 3.599 -0.510
H -1.157 2.303 0.390
C -0.080 -7.324 3.930
C 0.030 -6.093 3.075
C 1.286 -5.639 2.668
C 1.431 -4.550 1.808
C 2.841 -4.246 1.369
C 0.289 -3.837 1.385
C 0.413 -2.686 0.373
C 0.707 -3.278 -1.012
C 1.471 -1.624 0.787
C 0.925 -0.386 1.385
C 1.555 0.189 2.530
C 0.893 0.268 3.807
C -0.390 -0.478 4.052
C 1.487 0.979 4.843
C 2.772 1.531 4.718
C 3.383 2.341 5.822
C 3.476 1.306 3.530
C 2.935 0.587 2.472
C 3.824 0.232 1.320
C -0.983 -4.270 1.814
C -2.244 -3.600 1.333
C -1.095 -5.371 2.665
H -1.124 -7.537 4.180
H 0.324 -8.209 3.418
H 0.485 -7.224 4.868
H 2.186 -6.164 3.000
H 2.918 -3.665 0.446
H 3.400 -3.709 2.151
H 3.385 -5.184 1.194
H -0.553 -2.166 0.317
H -0.062 -4.017 -1.273
H 0.717 -2.510 -1.793
H 1.673 -3.793 -1.017
H 2.120 -2.052 1.563
H 2.153 -1.414 -0.061
H -0.122 -0.144 1.168
H -0.736 -0.277 5.074
H -1.183 -0.180 3.352
H -0.264 -1.572 3.966
H 0.931 1.115 5.775
H 4.368 2.708 5.517
H 2.777 3.219 6.079
H 3.501 1.750 6.739
H 4.482 1.720 3.421
H 4.724 0.863 1.338
H 4.166 -0.816 1.353
H 3.340 0.385 0.350
H -3.111 -4.114 1.766
H -2.303 -2.546 1.640
H -2.340 -3.637 0.237
H -2.089 -5.685 2.995

Results
Gap between HOMO and LUMO (eV): 5.0
Charge: +1
Energy above the lowest of the compared OMol25 structures with the same formula, charge and spin (kcal/mol): 25.0


6.
# C27H48O24

A 8-piece molecular cluster, C27H48O24 overall (ωB97M-V/def2-TZVPD, the OMol25 dataset).

Element x y z (Å)
C 3.769 -3.252 0.209
C 2.459 -2.963 -0.569
C 1.993 -1.481 -0.640
O 1.905 -1.271 -2.048
C 2.172 -2.332 -2.734
O 2.178 -2.425 -3.936
O 2.587 -3.272 -1.903
H 4.572 -2.610 -0.131
H 4.027 -4.323 0.155
H 3.653 -3.017 1.215
H 1.749 -3.610 -0.103
H 2.717 -0.732 -0.252
H 0.975 -1.293 -0.202
C -4.566 1.312 0.974
C -5.224 1.473 -0.369
C -5.974 2.762 -0.565
O -5.004 3.539 -1.300
C -3.979 2.760 -1.751
O -3.079 3.100 -2.493
O -4.240 1.523 -1.392
H -3.985 0.427 1.096
H -5.411 1.251 1.664
H -3.980 2.203 1.225
H -5.781 0.532 -0.507
H -6.392 3.263 0.392
H -6.801 2.578 -1.258
C -0.597 4.306 -4.182
C -0.054 4.916 -5.442
C -0.094 3.974 -6.715
O -0.769 4.738 -7.665
C -1.161 5.882 -7.162
O -1.810 6.711 -7.781
O -0.837 5.998 -5.868
H 0.135 3.550 -3.772
H -1.636 3.972 -4.377
H -0.840 5.144 -3.488
H 0.964 5.298 -5.232
H -0.811 3.086 -6.645
H 0.906 3.685 -7.042
C -0.723 2.793 -0.562
O 0.203 2.245 0.332
C -0.181 1.547 1.404
O -1.463 1.427 1.778
O 0.813 0.959 2.067
C 0.540 -0.240 2.821
H -1.709 2.189 -0.562
H -0.406 2.691 -1.613
H -1.021 3.825 -0.260
H -0.468 -0.267 3.189
H 1.175 -0.404 3.701
H 0.693 -1.111 2.280
C 2.408 2.089 -1.714
O 2.103 2.585 -2.950
C 3.063 3.177 -3.637
O 4.305 3.428 -3.011
O 2.847 3.584 -4.834
C 3.686 4.362 -5.583
H 3.304 1.374 -1.728
H 1.572 1.510 -1.376
H 2.648 2.902 -0.985
H 3.964 5.268 -4.974
H 3.182 4.665 -6.503
H 4.493 3.780 -5.925
C -2.895 -0.383 4.045
O -3.127 -1.295 5.089
C -2.280 -2.344 5.316
O -1.031 -2.419 4.731
O -2.778 -3.308 6.100
C -2.129 -4.549 6.280
H -2.591 -0.797 3.104
H -2.127 0.332 4.443
H -3.826 0.254 3.890
H -1.270 -4.357 6.871
H -1.877 -4.998 5.291
H -2.887 -5.211 6.745
C -1.780 -0.902 -1.202
O -1.859 -2.300 -1.435
C -1.293 -3.240 -0.649
O -0.711 -2.905 0.624
O -1.344 -4.470 -1.189
C -0.856 -5.603 -0.430
H -2.580 -0.516 -1.840
H -0.779 -0.588 -1.454
H -1.953 -0.635 -0.113
H -1.280 -6.449 -0.988
H -1.299 -5.636 0.600
H 0.234 -5.556 -0.346
C 1.544 -3.267 6.123
O 2.853 -3.333 6.471
C 3.787 -3.707 5.476
O 3.375 -3.777 4.086
O 5.089 -3.849 5.921
C 6.138 -3.628 5.041
H 1.336 -2.768 5.195
H 1.016 -2.639 6.817
H 1.077 -4.240 6.107
H 6.456 -2.544 5.091
H 5.891 -3.978 4.029
H 6.994 -4.178 5.400

Results
Gap between HOMO and LUMO (eV): 10.3
Structure (SMILES): C[C@H]1COC(=O)O1.C[C@H]1COC(=O)O1.C[C@H]1COC(=O)O1.COC(=O)OC.COC(=O)OC.COC(=O)OC.COC(=O)OC.COC(=O)OC
Energy above the lowest of the compared OMol25 structures with the same formula, charge and spin (kcal/mol): 164.9


| no. | maximum force (eV/Å) |
| --- | --- |
| 1 | 1.89 |
| 2 | 2.17 |
| 3 | 5.94 |
| 4 | 0.43 |
| 5 | 2.09 |
| 6 | 10.42 |